# C25H29BrN2PtSb

A structure of composition C25H29BrN2PtSb (ωB97M-V/def2-TZVPD, the Open Molecules 2025 dataset).

## Properties
HOMO (spin up / spin down): -9.897 / -9.896 eV
E_tot: -4012.9349 Eh
ΔE to the lowest compared entry with this formula, charge and spin: 81.5 kJ/mol
HOMO-LUMO gap (spin up / spin down): 6.68 / 6.68 eV
E_LUMO (spin up / spin down): -3.213 / -3.213 eV
molecular weight: 754.263 g/mol

The geometry in ORCA input format:
```
! wB97M-V def2-TZVPD RIJCOSX def2/J DEFGRID3
* xyz 1 1
Pt -0.6928 1.0053 -0.7250
Br -1.7316 2.8371 0.9100
C -3.1953 1.6727 1.3172
C -4.1186 2.1379 2.2053
C -5.2309 1.3315 2.5157
C -5.3816 0.1193 1.9118
C -4.4296 -0.3615 0.9813
C -4.6206 -1.6070 0.3371
C -3.7058 -2.0565 -0.5661
C -2.5493 -1.2997 -0.8435
C -2.3009 -0.0754 -0.2586
C -3.2784 0.4141 0.6752
H -4.0078 3.1132 2.6578
H -5.9657 1.6939 3.2210
H -6.2456 -0.4961 2.1285
H -5.5049 -2.1863 0.5688
H -3.8540 -3.0067 -1.0628
H -1.8163 -1.7181 -1.5267
N -0.2562 0.4568 -3.0516
C 1.1353 0.7082 -3.2579
C 1.8611 0.0998 -4.2444
C 3.2256 0.4038 -4.4323
C 3.8371 1.3483 -3.6611
C 3.1218 1.9833 -2.6184
C 3.6916 2.9842 -1.7970
C 2.9464 3.5405 -0.7990
C 1.6513 3.0459 -0.5645
N 1.0926 2.1060 -1.2920
C 1.7849 1.6155 -2.3722
H -0.5651 -0.4007 -3.4925
H -0.8276 1.2077 -3.4299
H 1.3730 -0.5993 -4.9124
H 3.7699 -0.0931 -5.2233
H 4.8699 1.6221 -3.8322
H 4.7109 3.3017 -1.9766
H 3.3383 4.3194 -0.1617
H 1.0773 3.4093 0.2789
C -1.1558 -0.9931 3.2155
C -0.4977 -1.8628 2.1494
Sb 0.5371 -0.6809 0.7261
C 2.0766 0.2425 1.8840
C 3.0029 -0.6832 2.6601
C 1.6007 -2.0945 -0.4742
C 2.1448 -3.3317 0.2283
H -1.6384 -1.6054 3.9775
H -1.9185 -0.3452 2.7783
H -0.4296 -0.3555 3.7245
H -1.2376 -2.4581 1.6123
H 0.2330 -2.5526 2.5754
H 1.5525 0.9227 2.5604
H 2.6410 0.8747 1.1926
H 2.4522 -1.3507 3.3253
H 3.6911 -0.1069 3.2803
H 3.6067 -1.2992 1.9952
H 2.3853 -1.5241 -0.9787
H 0.8909 -2.3886 -1.2521
H 2.8758 -3.0862 0.9962
H 2.6327 -3.9958 -0.4866
H 1.3460 -3.9027 0.7036
*
```


# C44H41ClF3N6O3SSbTi

A structure of composition C44H41ClF3N6O3SSbTi (ωB97M-V/def2-TZVPD, the Open Molecules 2025 dataset).

## Properties
HOMO: -7.937 eV
E_tot: -4503.3406 Eh
ΔE to the lowest compared entry with this formula, charge and spin: 105.4 kJ/mol
HOMO-LUMO gap: 7.45 eV
E_LUMO: -0.492 eV
molecular weight: 995.992 g/mol

The geometry in ORCA input format:
```
! wB97M-V def2-TZVPD RIJCOSX def2/J DEFGRID3
* xyz 0 1
Ti -2.3548 0.4259 -0.2493
N -4.1839 -1.2667 -4.2303
C -3.7704 -0.3599 -3.2719
S -3.8303 -0.9903 -1.6391
N -3.4054 0.7961 -3.6739
N -3.2280 1.7988 -2.7394
C -2.0490 2.2903 -2.6781
C -0.8809 1.6023 -3.2695
C -0.2416 1.9865 -4.4379
C 0.7341 1.1768 -5.0021
C 1.0576 -0.0314 -4.4036
C 0.4466 -0.4209 -3.2207
C -0.5021 0.4106 -2.6424
O -1.0665 0.0573 -1.4600
H -4.0093 -2.2350 -4.0220
H -3.9646 -0.9855 -5.1740
H -1.9357 3.1878 -2.0802
H -0.5309 2.9099 -4.9239
H 1.2306 1.4822 -5.9134
H 1.8040 -0.6744 -4.8528
H 0.6980 -1.3548 -2.7342
C -5.4513 0.2721 0.6868
N -4.3400 1.2602 0.6277
C -4.8382 2.4730 -0.0532
C -3.9534 1.4990 2.0126
C -4.6176 2.3964 2.8289
C -4.3616 2.4243 4.1920
C -3.4734 1.5093 4.7308
C -2.7798 0.6293 3.9137
C -2.9612 0.6550 2.5289
N -2.2523 -0.1379 1.6033
C -1.1754 -0.9653 2.0278
C -0.2040 -0.5588 2.9407
C 0.8368 -1.4036 3.2927
C 0.9456 -2.6544 2.7074
C 0.0207 -3.0422 1.7499
C -1.0269 -2.2029 1.3947
N -1.9687 -2.5314 0.3760
C -1.4057 -3.2200 -0.7721
C -3.0963 -3.2702 0.9439
H -6.2368 0.6631 1.3380
H -5.8354 0.1028 -0.3134
H -5.0825 -0.6698 1.0890
H -5.7801 2.8044 0.3898
H -4.0921 3.2608 0.0257
H -4.9950 2.2365 -1.1012
H -5.3559 3.0657 2.4103
H -4.8769 3.1330 4.8258
H -3.3045 1.4800 5.7994
H -2.0986 -0.0764 4.3603
H -0.2323 0.4462 3.3360
H 1.5901 -1.0601 3.9904
H 1.7639 -3.3119 2.9714
H 0.1192 -4.0047 1.2645
H -2.1606 -3.2486 -1.5578
H -0.5452 -2.6602 -1.1391
H -1.0995 -4.2510 -0.5479
H -2.7842 -4.2630 1.2962
H -3.5024 -2.7180 1.7911
H -3.8725 -3.3943 0.1912
Cl -1.4718 5.1401 0.3631
C -0.2281 3.9385 0.7588
C -0.6352 2.4903 0.5434
O -1.8624 2.2725 0.1859
O 0.2023 1.6235 0.7222
H 0.0529 4.0651 1.8021
H 0.6438 4.1335 0.1376
F 6.1561 -5.2897 -1.7484
C 5.3371 -4.2869 -1.3729
C 5.8818 -3.0372 -1.1401
C 5.0338 -2.0100 -0.7569
C 3.6620 -2.2191 -0.6061
C 3.1606 -3.4956 -0.8508
C 3.9897 -4.5434 -1.2365
Sb 2.2684 -0.7066 -0.0148
C 3.1372 0.8417 -1.2307
C 3.0287 2.1842 -0.8723
C 3.5153 3.1949 -1.6902
C 4.1113 2.8434 -2.8846
F 4.5835 3.8184 -3.6905
C 4.2389 1.5298 -3.2817
C 3.7436 0.5372 -2.4463
C 3.2799 -0.1722 1.8036
C 2.9006 0.9818 2.4891
C 3.4553 1.3085 3.7184
C 4.3872 0.4503 4.2677
F 4.9268 0.7558 5.4668
C 4.7773 -0.7113 3.6351
C 4.2156 -1.0128 2.3996
H 6.9462 -2.8866 -1.2607
H 5.4530 -1.0264 -0.5757
H 2.0981 -3.6897 -0.7396
H 3.6078 -5.5367 -1.4299
H 2.5519 2.4620 0.0587
H 3.4401 4.2387 -1.4147
H 4.7109 1.2961 -4.2268
H 3.8408 -0.4951 -2.7630
H 2.1295 1.6251 2.0833
H 3.1695 2.2040 4.2544
H 5.5060 -1.3598 4.1029
H 4.5210 -1.9283 1.9070
*
```


# C4H5CuO6

A structure of composition C4H5CuO6 at a distorted geometry (ωB97M-V/def2-TZVPD, the Open Molecules 2025 dataset).

## Properties
HOMO: -9.354 eV
E_tot: -2247.3005 Eh
ΔE to the lowest compared entry with this formula, charge and spin: 74.8 kJ/mol
HOMO-LUMO gap: 8.03 eV
E_LUMO: -1.322 eV
molecular weight: 212.624 g/mol

The geometry in ORCA input format:
```
! wB97M-V def2-TZVPD RIJCOSX def2/J DEFGRID3
* xyz 0 1
O -1.7630 -2.0030 0.2256
C -1.9244 -0.9446 -0.4202
O -2.3858 -0.8505 -1.5758
O -1.5556 0.1929 0.2573
Cu -2.4685 -2.9829 -1.5029
C -0.2183 0.5575 0.4873
C 0.3687 0.3810 1.8605
H -0.2017 1.6192 0.2108
H -0.2899 -0.4469 2.2470
H 1.4633 0.3828 1.8601
O 2.7817 0.4733 -0.1854
C 1.7735 0.4503 -0.8607
O 0.6594 -0.1525 -0.4977
O 1.5439 1.2029 -1.9283
H 2.0721 0.8669 -2.6645
H 0.1445 1.2537 2.4868
*
```


# C3H3N3OS

A structure of composition C3H3N3OS at a distorted geometry (ωB97M-V/def2-TZVPD, the Open Molecules 2025 dataset).

## Properties
HOMO: -9.485 eV
E_tot: -753.5930 Eh
ΔE to the lowest compared entry with this formula, charge and spin: 682.1 kJ/mol
HOMO-LUMO gap: 8.15 eV
E_LUMO: -1.333 eV
molecular weight: 129.144 g/mol

The geometry in ORCA input format:
```
! wB97M-V def2-TZVPD RIJCOSX def2/J DEFGRID3
* xyz 0 1
C 1.4659 0.2238 -0.0130
C -2.4272 -0.7127 0.2550
C 2.6736 -0.6323 0.0332
H -0.2467 1.5610 -0.4356
H -2.5903 -1.8267 1.0174
H -3.4898 -0.1299 0.0712
N 1.6724 1.4828 -0.0396
N -1.2537 -0.0765 -0.3327
N 3.6503 -1.2343 0.0075
O 0.4045 2.2298 -0.1129
S 0.1411 -0.8849 -0.4505
*
```